1.
Molecular formula: C18H30Br3NO9Zr
Method: DFT, the ωB97M-V functional and the def2-TZVPD basis

Results
- relative energy (zero: lowest compared OMol25 entry of this formula, charge and spin) (kJ/mol) = 320.1
- total energy (a.u.) = -9204.291789
- total charge = +2
- orbital gap (eV) = 5.46

Each line ends with the Mulliken charge.
Cartesian coordinates (Å):
Zr1 1.0258 -1.3919 -1.2733  1.906
C1 -1.9066 -1.9689 2.6057  -1.480
C2 -1.8397 -0.6202 1.7702  1.164
C3 -2.6776 0.5065 2.5051  -1.272
C4 -2.0989 1.0890 3.7356  -0.690
C5 -0.7537 1.5938 3.3640  -1.394
C6 0.1359 0.5926 2.6506  1.330
N1 -0.4952 -0.1352 1.5626  1.108
O1 0.3483 -1.0799 0.8978  -0.617
C7 0.8290 -0.3116 3.7352  -1.537
C8 1.2371 1.4964 2.0760  -1.413
C9 -2.4705 -0.7391 0.4367  -1.418
H1 -2.9386 -2.3195 2.6177  0.466
H2 -1.7380 -1.6803 3.6432  0.333
H3 -1.1243 -2.6246 2.2234  0.266
H4 -3.6476 0.0437 2.6870  0.539
H5 -2.8237 1.3632 1.8472  0.318
H6 -2.0586 0.3339 4.5206  0.335
H7 -2.7761 1.8244 4.1701  0.445
H8 -0.2991 1.9997 4.2677  0.485
H9 -0.9384 2.4923 2.7752  0.392
H10 1.2790 0.1672 4.6049  0.445
H11 1.6037 -0.9189 3.2673  0.301
H12 0.2542 -1.0897 4.2376  0.302
H13 2.1210 1.0225 1.6490  -0.059
H14 1.6987 2.0028 2.9237  0.495
H15 0.8351 2.1848 1.3326  0.308
H16 -2.4075 0.1992 -0.1145  0.368
H17 -3.4672 -1.1751 0.5055  0.518
H18 -2.1046 -1.4176 -0.3340  -0.069
C10 -0.1279 2.5967 -1.9885  -0.614
C11 0.3538 1.2003 -1.8089  1.227
O2 1.4796 0.8924 -1.4050  -0.677
O3 -0.3760 0.1527 -1.9781  -0.613
H19 0.7577 3.2306 -1.9436  0.264
H20 -0.6999 2.8874 -1.1074  0.275
H21 -0.6943 2.7598 -2.9054  0.086
C12 -0.1089 5.8634 -5.0318  -0.340
Br1 -0.6692 7.6888 -5.5187  0.003
Br2 -1.5056 4.4820 -5.1132  -0.047
Br3 0.7020 5.9334 -3.2224  -0.021
H22 0.6242 5.6089 -5.7972  0.428
C13 6.5030 -0.7414 -0.3506  -0.367
C14 6.1507 -0.7331 1.0994  -0.180
O4 4.7546 -0.5366 1.0090  -0.279
C15 4.2954 -0.9199 -0.1974  0.624
O5 3.0988 -1.1357 -0.4396  -0.558
O6 5.2922 -0.8879 -1.0552  -0.301
H23 7.1431 -1.5209 -0.7638  0.311
H24 7.0241 0.1520 -0.6944  0.289
H25 6.4470 0.1528 1.6609  0.273
H26 6.4247 -1.6292 1.6562  0.274
C16 -3.3866 -3.3599 -4.3386  -0.253
C17 -3.4712 -4.5175 -3.3079  -0.315
O7 -2.4130 -4.2202 -2.4054  -0.287
C18 -1.8183 -3.0769 -2.7564  0.464
O8 -0.9372 -2.5225 -2.0219  -0.431
O9 -2.3123 -2.6337 -3.9363  -0.274
H27 -4.2582 -2.7111 -4.2518  0.264
H28 -3.3571 -3.7311 -5.3629  0.314
H29 -3.3364 -5.4417 -3.8698  0.268
H30 -4.3809 -4.7221 -2.7435  0.316

=====

2.
Molecular formula: C18H30BrCdN7O
Method: DFT, the ωB97M-V functional and the def2-TZVPD basis

Results
- relative energy (zero: lowest compared OMol25 entry of this formula, charge and spin) (kJ/mol) = 23.3
- total energy (a.u.) = -3903.773958
- total charge = +2
- orbital gap (eV) = 10.27

Each line ends with the natural charge from an NBO analysis.
Cartesian coordinates (Å):
Cd1 -0.1169 -0.1709 0.1919  1.673
C1 -1.9993 2.2548 -0.5803  -0.239
C2 -2.6248 1.0237 -1.2387  -0.245
N1 -1.5608 0.1462 -1.7293  -0.703
C3 -2.0765 -1.1389 -2.1974  -0.270
C4 -2.4466 -2.0136 -1.0242  0.220
C5 -3.3441 -3.0660 -1.1330  -0.234
C6 -3.6751 -3.7773 0.0106  -0.110
C7 -3.1514 -3.3820 1.2333  -0.236
C8 -2.2669 -2.3113 1.2593  0.218
C9 -1.6963 -1.7699 2.5492  -0.268
N2 -1.2215 -0.3997 2.3686  -0.694
C10 -2.3097 0.5755 2.2740  -0.245
C11 -1.7461 1.9387 1.8700  -0.234
N3 -1.1119 1.9128 0.5435  -0.730
N4 -1.8978 -1.6865 0.1435  -0.611
H1 -2.7988 2.9337 -0.2630  0.217
H2 -1.4035 2.7687 -1.3408  0.218
H3 -3.2865 1.3546 -2.0498  0.219
H4 -3.2263 0.4641 -0.5205  0.203
H5 -1.1120 0.6124 -2.5144  0.400
H6 -1.3087 -1.6286 -2.8033  0.230
H7 -2.9582 -1.0044 -2.8373  0.220
H8 -3.7898 -3.3123 -2.0840  0.245
H9 -4.3594 -4.6093 -0.0467  0.249
H10 -3.4278 -3.8947 2.1423  0.245
H11 -0.8574 -2.4000 2.8611  0.227
H12 -2.4679 -1.8343 3.3298  0.219
H13 -0.6481 -0.1492 3.1740  0.385
H14 -2.8418 0.6815 3.2281  0.216
H15 -3.0224 0.2298 1.5249  0.207
H16 -0.9911 2.2304 2.6059  0.207
H17 -2.5517 2.6811 1.9051  0.218
H18 -0.3582 2.5963 0.5443  0.409
N5 1.1894 -2.0927 -0.3976  -0.919
C12 2.4935 -2.1287 0.2738  -0.238
C13 2.3247 -1.6914 1.7235  -0.235
N6 1.8169 -0.3158 1.7607  -0.898
H19 0.6513 -2.9082 -0.1046  0.388
H20 1.3332 -2.1805 -1.4012  0.401
H21 3.1745 -1.4417 -0.2347  0.207
H22 2.9366 -3.1288 0.2459  0.220
H23 3.2854 -1.7934 2.2406  0.217
H24 1.5968 -2.3461 2.2132  0.191
H25 2.5379 0.3022 1.3905  0.390
H26 1.6725 -0.0362 2.7263  0.383
O1 5.6895 3.5419 -1.2170  -0.611
C14 4.5133 3.0661 -0.8540  0.396
C15 3.9110 3.2849 0.3922  -0.318
C16 2.6725 2.7369 0.6423  0.039
N7 2.0108 1.9588 -0.2172  -0.561
C17 2.6043 1.7571 -1.3848  0.164
Br1 1.6782 0.5727 -2.5568  0.056
C18 3.8133 2.2748 -1.7790  -0.320
H27 6.1192 4.0824 -0.5401  0.508
H28 4.4060 3.8767 1.1451  0.243
H29 2.1816 2.9130 1.5890  0.202
H30 4.2294 2.0978 -2.7559  0.266

=====

3.
Molecular formula: C18H30CaNO2P2
Method: DFT, the ωB97M-V functional and the def2-TZVPD basis

Results
- relative energy (zero: lowest compared OMol25 entry of this formula, charge and spin) (kJ/mol) = 0.0
- total energy (a.u.) = -2269.162128
- total charge = +1
- orbital gap (spin up / spin down) (eV) = 7.36 / 8.64

Each line ends with the natural charge from an NBO analysis.
Cartesian coordinates (Å):
Ca1 0.1778 -0.3103 0.6528  1.705
P1 -2.5009 0.2150 -0.4258  0.733
C1 -2.1890 0.8317 -2.1336  -0.759
C2 -0.7541 0.9601 -2.6152  0.251
N1 0.2941 0.6530 -1.8204  -0.572
C3 1.5332 1.0015 -2.2401  0.227
C4 1.7385 1.6874 -3.4457  -0.253
C5 0.6737 1.9928 -4.2818  -0.127
C6 -0.5911 1.5452 -3.8829  -0.245
C7 2.7618 0.6597 -1.3963  -0.752
P2 2.7827 -0.8830 -0.3709  0.722
H1 -1.4888 1.7137 -4.4785  0.232
H2 2.7548 1.9875 -3.6943  0.231
H3 0.8094 2.5762 -5.2027  0.242
H4 3.5621 0.5394 -2.1304  0.245
H5 3.0457 1.5080 -0.7495  0.250
H6 -2.7461 0.2912 -2.8869  0.254
H7 -2.6072 1.8564 -2.1032  0.253
H8 -0.7859 -4.5076 -3.3143  0.474
O1 -0.4493 -3.9950 -4.0554  -0.935
H9 -0.6348 -3.0614 -3.8528  0.463
H10 -1.3098 -4.7119 0.5848  0.001
O2 -0.6047 -2.1114 1.1153  -1.358
H11 -0.7722 -3.0161 1.3980  0.470
C8 3.1681 -2.1278 -1.6613  -0.925
H12 3.9034 -1.7470 -2.3876  0.235
H13 3.5679 -3.0305 -1.1683  0.256
H14 2.2390 -2.3892 -2.1974  0.253
C9 4.4244 -0.6324 0.4077  -0.929
H15 4.5575 -1.4135 1.1716  0.252
H16 5.2478 -0.7441 -0.3173  0.242
H17 4.4759 0.3573 0.8962  0.242
C10 -3.6857 1.5369 0.0847  -0.926
H18 -4.6784 1.3547 -0.3529  0.240
H19 -3.7543 1.5445 1.1818  0.241
H20 -3.3133 2.5130 -0.2587  0.233
C11 -3.6729 -1.1627 -0.7266  -0.919
H21 -3.7005 -1.7504 0.2002  0.256
H22 -4.6787 -0.7953 -0.9621  0.233
H23 -3.2940 -1.8013 -1.5322  0.241
C12 -0.1555 1.7978 2.0315  -0.513
C13 -0.1902 1.2394 3.3432  -0.144
C14 -1.0109 0.1047 3.6631  -0.139
C15 -1.0764 -0.4294 4.9412  -0.214
C16 -0.3464 0.1731 5.9706  -0.156
C17 0.4967 1.2687 5.6803  -0.209
C18 0.6112 1.7897 4.3965  -0.170
H24 -1.0980 1.9575 1.4938  0.221
H25 0.6756 2.4633 1.7955  0.209
H26 -1.5924 -0.3707 2.8676  0.218
H27 -1.7267 -1.2854 5.1365  0.233
H28 -0.4462 -0.1960 6.9903  0.232
H29 1.0751 1.7249 6.4871  0.232
H30 1.2780 2.6283 4.1548  0.223

=====

4.
Molecular formula: C18H30F4O20P2
Method: DFT, the ωB97M-V functional and the def2-TZVPD basis

Results
- relative energy (zero: lowest compared OMol25 entry of this formula, charge and spin) (kJ/mol) = 468.9
- SMILES = O=C1OC[C@@H](F)O1.O=C1OC[C@@H](F)O1.O=C1OC[C@@H](F)O1.O=C1OC[C@@H](F)O1.COP(=O)(OC)OC.COP(=O)(OC)OC
- total energy (a.u.) = -3290.912594
- orbital gap (eV) = 10.73

Each line ends with the Mulliken charge.
Cartesian coordinates (Å):
O1 5.7572 -6.4020 0.4736  -0.543
C1 6.2539 -6.6546 -0.6546  0.647
O2 7.4593 -7.3353 -0.8349  -0.312
C2 7.9144 -7.0628 -2.1269  -0.442
C3 6.6801 -6.6578 -2.9313  0.294
F1 6.1024 -7.7427 -3.3862  -0.257
O3 5.9011 -6.0725 -1.8415  -0.278
H1 8.6679 -6.2774 -2.0678  0.287
H2 8.3875 -7.9319 -2.5840  0.299
H3 6.7292 -5.9544 -3.7625  0.305
O4 -1.5138 -5.8485 3.6960  -0.509
C4 -0.6125 -5.0199 3.6811  0.657
O5 -0.6788 -3.8942 4.4669  -0.331
C5 0.3505 -3.0250 4.1064  -0.372
C6 0.8107 -3.4551 2.7578  0.374
F2 2.1070 -3.2413 2.5622  -0.258
O6 0.4393 -4.8175 2.8143  -0.335
H4 -0.1152 -2.0517 3.9515  0.224
H5 1.1836 -2.9581 4.8061  0.287
H6 0.2315 -2.9832 1.9640  0.260
O7 1.8507 0.6099 -4.3827  -0.616
C7 2.1289 -0.2515 -3.5096  0.618
O8 1.7898 -1.5337 -3.7260  -0.316
C8 2.2473 -2.2865 -2.6179  -0.341
C9 3.2619 -1.2885 -2.0950  0.382
F3 4.4302 -1.6483 -2.3750  -0.323
O9 2.9739 -0.0483 -2.5161  -0.236
H7 1.4459 -2.1041 -1.9020  0.276
H8 2.5083 -3.2909 -2.9514  0.306
H9 3.2976 -1.4622 -1.0195  0.250
O10 -2.7964 6.7117 -0.9063  -0.582
C10 -2.8746 6.1397 -1.9874  0.613
O11 -2.9182 6.7332 -3.1346  -0.309
C11 -3.1593 5.7721 -4.1244  -0.505
C12 -3.0057 4.4527 -3.5085  0.385
F4 -1.8815 3.9096 -3.9181  -0.285
O12 -2.9006 4.8058 -2.0971  -0.204
H10 -4.2286 5.7800 -4.3360  0.285
H11 -2.7000 5.8560 -5.1093  0.340
H12 -3.7116 3.6739 -3.7970  0.270
C13 -3.7315 -0.3795 -0.7872  -0.368
O13 -5.0342 -0.6436 -0.4158  -0.397
P1 -5.6261 0.2049 0.9100  0.829
O14 -7.0027 -0.2566 1.2943  -0.677
O15 -4.4786 -0.0090 2.0881  -0.180
C14 -4.7357 -0.6833 3.3276  -0.727
O16 -5.4301 1.7985 0.4236  -0.076
C15 -6.4416 2.7182 0.9324  -0.716
H13 -3.7180 0.0263 -1.7987  0.261
H14 -3.1077 -1.2711 -0.7243  0.232
H15 -3.3290 0.3552 -0.0898  0.110
H16 -5.5380 -1.4151 3.2339  0.326
H17 -4.8370 -0.2490 4.3222  0.308
H18 -3.8802 -1.3534 3.4113  0.235
H19 -7.3384 2.1481 1.1749  0.354
H20 -6.6188 3.4788 0.1720  0.220
H21 -6.0905 3.2828 1.7962  0.270
C16 3.1693 2.4840 2.8622  -0.760
O17 2.4820 3.0783 1.6995  -0.360
P2 0.9789 2.7226 1.3547  0.838
O18 0.6077 1.2932 1.4405  -0.531
O19 0.7360 3.3668 -0.0685  -0.120
C17 1.4104 4.3771 -0.6835  -0.634
O20 0.2499 3.7820 2.3886  -0.362
C18 -1.1636 3.7847 2.4301  -0.585
H22 2.5229 1.9283 3.5415  0.289
H23 3.6861 3.2125 3.4870  0.313
H24 4.0660 1.8955 2.6683  0.314
H25 1.4374 4.0760 -1.7308  0.250
H26 2.4612 4.3107 -0.4017  0.304
H27 0.9311 5.3560 -0.6988  0.271
H28 -1.4581 4.8322 2.3643  0.273
H29 -1.4241 3.3834 3.4095  0.232
H30 -1.5680 3.2202 1.5899  0.264